{"formula": "C2H7NO2", "method": "ωB97M-V with the def2-TZVPD basis set", "e_lumo_ev": [-1.89, -1.66], "homo_ev": [-7.9, -8.3], "e_above_lowest_kcal_mol": 138.0, "largest_force_ha_per_bohr": 0.0948, "e_tot_ev": -7767.541, "symbols": ["C", "O", "H", "H", "H", "H", "N", "C", "O", "H", "H", "H"], "positions_angstrom": [[1.433292, 0.698113, 0.970948], [0.899842, 1.671514, 0.311666], [-2.208814, -0.603082, -0.193811], [1.561879, 0.834108, 2.048618], [2.216750, 0.125325, 0.458120], [0.441042, -0.537623, 0.891631], [-0.577839, 0.156968, -1.249459], [-1.132858, -0.826508, -0.415617], [-0.701227, -0.852176, 0.879982], [-0.902542, 0.039270, -2.204488], [0.111972, 1.114468, -0.591136], [-1.141496, -1.820376, -0.906456]], "atomic_forces_ev_per_a": [[0.9586, 3.8393, -1.6540], [0.2945, -2.3243, 1.8237], [0.0217, -0.3008, -0.1640], [-0.4854, -0.3564, 0.0737], [-0.5363, -0.6206, -0.0847], [-4.0115, -1.7429, -0.2143], [2.5435, 1.3612, 1.7441], [-2.0150, -0.0464, -0.9346], [4.4818, 1.3617, 1.3502], [0.2707, 0.6986, 0.3008], [-1.7709, -2.0153, -2.2543], [0.2482, 0.1459, 0.0136]]}